No. 1
Computed, not measured: a molecular structure, C58H68Cl3N2OPReSiTe at a distorted geometry, with ωB97M-V with the def2-TZVPD basis set.

Properties
charge = +1
energy = -130433.594 eV
gap between HOMO and LUMO (alpha / beta) = 0.18087 / 0.18085 hartree

Structure (XYZ):
```
136
Properties=species:S:1:pos:R:3:forces:R:3
Re -1.174 -1.514 0.774 2.3220 0.0439 1.3941
C 0.047 -3.834 0.563 -0.4324 -0.0768 0.0617
C 0.279 -2.845 1.649 -0.4440 0.1594 0.0224
C 1.498 -2.080 1.158 -0.1287 0.4236 -0.1029
C 1.875 -2.645 -0.032 -0.2702 0.0761 -0.1382
C 1.039 -3.784 -0.366 -0.0757 0.1281 -0.2388
C 1.392 -4.830 -1.394 0.0902 -0.0647 -0.0351
C 1.462 -4.233 -2.797 0.0805 0.0122 0.0340
C 0.397 -5.991 -1.388 0.0057 0.0357 0.1378
C 2.788 -5.359 -1.012 -0.0379 0.0599 0.1037
C 2.332 -0.934 1.757 0.0027 -0.0402 0.0321
C 1.556 0.015 2.671 -0.0971 -0.1699 0.0188
C 3.537 -1.545 2.497 -0.1055 -0.0329 0.0496
C 2.891 -0.038 0.640 0.1356 -0.2426 -0.0094
C 0.236 -3.556 3.043 0.0087 -0.0577 0.1855
C 1.337 -4.632 3.036 -0.0237 0.0641 -0.0656
C 0.464 -2.658 4.258 -0.0123 0.0331 -0.0946
C -1.112 -4.244 3.281 0.0596 0.0674 -0.1721
H -0.664 -4.639 0.646 -0.0038 0.0609 0.0111
H 2.731 -2.342 -0.621 -0.0960 0.0599 0.0131
H 0.470 -3.951 -3.137 -0.0296 -0.0193 -0.0537
H 1.866 -4.972 -3.493 -0.0058 0.0157 0.0191
H 2.104 -3.349 -2.829 -0.0354 -0.0155 -0.0314
H -0.617 -5.652 -1.611 0.0210 -0.0633 0.0038
H 0.386 -6.500 -0.421 -0.0117 -0.0015 -0.0533
H 0.680 -6.718 -2.150 -0.0007 0.0055 0.0255
H 3.538 -4.568 -1.076 0.0124 -0.0450 -0.0031
H 3.078 -6.159 -1.694 -0.0161 0.0109 0.0003
H 2.793 -5.754 0.007 0.0161 -0.0085 -0.0325
H 0.976 -0.492 3.433 0.0417 0.0565 0.0041
H 0.874 0.615 2.069 0.0482 0.1002 0.0397
H 2.248 0.700 3.164 0.0013 0.0141 -0.0611
H 3.241 -2.135 3.364 0.0302 0.0054 -0.0125
H 4.189 -0.742 2.846 -0.0058 -0.0135 -0.0093
H 4.111 -2.190 1.828 0.0076 0.0146 0.0199
H 2.082 0.336 0.013 0.0531 0.0739 0.0583
H 3.622 -0.548 0.007 -0.0423 0.0172 0.0272
H 3.385 0.821 1.096 -0.0001 -0.0827 -0.0120
H 2.324 -4.191 2.878 -0.0156 -0.0328 0.0180
H 1.166 -5.371 2.251 0.0053 -0.0149 0.0549
H 1.342 -5.152 3.995 0.0437 0.0158 -0.0107
H 1.467 -2.240 4.292 -0.0349 0.0302 0.0118
H 0.337 -3.262 5.158 -0.0094 0.0050 -0.0137
H -0.268 -1.849 4.298 0.0521 0.0072 0.0292
H -1.381 -4.948 2.496 0.0060 0.0091 0.0796
H -1.909 -3.503 3.372 0.0266 -0.0992 0.0575
H -1.060 -4.803 4.216 -0.0342 0.0302 -0.0007
N -3.070 0.757 -0.021 0.0037 -0.1523 -0.0451
C -2.752 1.337 -1.256 -0.0502 0.0449 -0.0117
C -3.128 2.646 -1.558 -0.2156 0.0089 -0.0579
C -2.879 3.175 -2.808 0.0890 0.0005 -0.0459
C -2.235 2.406 -3.774 -0.0831 0.0079 0.0288
C -1.799 1.135 -3.455 0.0593 0.0524 -0.0321
C -2.020 0.597 -2.182 0.0424 -0.0633 0.2179
P -1.348 -1.057 -1.756 -0.9077 0.0618 -0.8785
C 0.099 -1.045 -2.870 0.3462 0.1066 0.3878
C 1.142 -0.179 -2.537 0.0324 -0.2450 -0.0212
C 2.206 0.006 -3.405 0.0287 -0.0352 -0.0111
C 2.228 -0.664 -4.623 -0.0677 -0.0323 0.0166
C 1.182 -1.510 -4.966 -0.0260 0.0708 -0.0076
C 0.118 -1.704 -4.093 -0.0375 0.0883 -0.1223
C -2.469 -2.182 -2.661 0.1039 -0.1418 0.1741
C -2.320 -3.544 -2.428 -0.0355 -0.0161 -0.1032
C -3.058 -4.472 -3.149 0.0523 -0.0131 0.0590
C -3.955 -4.037 -4.113 -0.0548 0.0444 -0.0148
C -4.136 -2.675 -4.324 0.0232 0.0370 0.0420
C -3.398 -1.747 -3.603 -0.0115 -0.0563 0.0290
H -3.665 -0.054 -0.138 -0.1801 0.0721 -0.0230
H -3.522 1.406 0.610 0.0799 0.0297 0.0298
H -3.663 3.228 -0.816 0.0454 -0.0210 0.0007
H -3.200 4.184 -3.037 0.0395 -0.0263 0.0126
H -2.057 2.803 -4.765 0.0072 0.0060 0.0290
H -1.267 0.565 -4.205 0.0364 -0.0117 0.0459
H 1.098 0.374 -1.607 -0.0018 0.0522 -0.0783
H 3.005 0.688 -3.140 -0.0288 -0.0449 0.0016
H 3.052 -0.519 -5.310 -0.0138 0.0117 0.0168
H 1.179 -2.009 -5.927 0.0237 -0.0221 0.0446
H -0.696 -2.355 -4.383 -0.0061 0.0037 -0.0006
H -1.626 -3.878 -1.668 0.0167 -0.0187 -0.0130
H -2.946 -5.530 -2.944 0.0292 0.0316 -0.0393
H -4.523 -4.752 -4.693 -0.0113 0.0075 0.0574
H -4.863 -2.330 -5.048 0.0318 -0.0185 -0.0071
H -3.561 -0.691 -3.767 0.0091 0.0087 -0.0295
Cl -3.309 -4.712 0.578 0.0544 -0.0883 0.0340
Si -3.322 -2.702 1.021 -0.2518 0.2934 -0.6062
Cl -4.756 -1.985 -0.331 -0.0539 -0.0966 0.0512
Cl -4.363 -2.537 2.773 0.0501 -0.0189 0.1426
C 1.550 8.343 -2.755 -0.0472 -0.0885 0.0871
C 1.102 7.022 -2.182 -0.0035 0.1392 0.0283
C 1.210 5.844 -2.900 0.0012 -0.0915 -0.1088
C 0.841 4.614 -2.359 0.0423 -0.0849 0.1163
C 1.027 3.386 -3.223 0.0486 0.2162 0.1068
C 0.349 4.567 -1.045 0.0663 -0.1083 -0.2777
Te 0.022 2.694 -0.050 0.3774 0.9976 -0.2773
N -1.419 -0.376 2.044 -0.6419 -0.9197 -0.6667
C -1.778 0.830 2.705 -0.2492 0.3182 0.4529
O -1.371 1.872 2.266 0.0800 -0.2824 0.3395
C -2.649 0.779 3.902 -0.0916 -0.5769 -0.1449
C -2.869 -0.403 4.602 0.1107 0.0948 -0.0031
C -3.686 -0.404 5.721 0.0673 -0.0750 0.0704
C -4.294 0.771 6.133 -0.0122 0.0859 -0.0941
C -4.097 1.951 5.419 -0.0033 -0.0516 0.0202
C -3.267 1.960 4.314 0.0077 0.0940 -0.0477
C 1.571 3.186 1.336 0.1648 0.0698 -0.0687
C 1.243 3.423 2.672 0.0763 -0.0282 -0.1356
C 2.204 3.836 3.581 -0.0603 -0.0454 0.0294
C 3.511 4.027 3.158 0.0417 0.0111 -0.0172
C 3.848 3.778 1.838 -0.0322 -0.0552 -0.0126
C 2.900 3.347 0.905 -0.1168 -0.0016 0.0805
C 3.372 3.071 -0.502 -0.0047 0.1458 0.1270
C 0.145 5.764 -0.328 -0.0497 -0.1055 -0.0461
C -0.516 5.844 1.031 0.1780 0.0103 -0.1571
C 0.548 6.962 -0.909 -0.0122 -0.0184 -0.0012
H 1.885 8.240 -3.786 -0.0144 0.0005 0.0244
H 2.375 8.750 -2.166 -0.0052 0.0035 -0.0384
H 0.739 9.072 -2.724 0.0289 -0.0052 -0.0310
H 1.604 5.872 -3.913 -0.0250 0.0004 0.0573
H 2.086 3.115 -3.284 -0.0523 -0.0003 0.0071
H 0.683 3.587 -4.241 0.0094 -0.0279 0.0364
H 0.477 2.531 -2.836 0.0401 -0.0066 -0.0598
H -2.392 -1.313 4.267 -0.0168 -0.0141 0.0545
H -3.846 -1.323 6.271 0.0077 0.0384 -0.0186
H -4.930 0.776 7.010 -0.0103 -0.0230 -0.0269
H -4.600 2.859 5.724 0.0544 0.0049 0.0316
H -3.090 2.873 3.758 -0.0104 -0.0217 -0.0010
H 0.227 3.270 3.006 -0.0159 0.0923 -0.0106
H 1.928 4.010 4.615 0.0172 0.0153 -0.0310
H 4.268 4.369 3.855 -0.0206 -0.0299 -0.0245
H 4.874 3.914 1.513 -0.0403 -0.0055 0.0048
H 4.326 2.539 -0.488 -0.0242 0.0530 0.0205
H 3.519 4.007 -1.049 -0.0562 -0.0348 -0.0061
H 2.646 2.474 -1.050 -0.0176 -0.0295 -0.0649
H -0.981 4.903 1.307 -0.0560 -0.0340 0.0658
H -1.283 6.621 1.018 0.0259 0.0029 -0.0042
H 0.210 6.109 1.802 0.0015 -0.0513 0.0126
H 0.419 7.882 -0.344 -0.0257 -0.0495 -0.0325
```
Positions in Å, forces in eV/Å.



No. 2
Computed, not measured: a molecular structure, C31H61Br2FIN2OS, with ωB97M-V with the def2-TZVPD basis set.

Properties
charge = +1
energy = -199892.697 eV
gap between HOMO and LUMO = 0.31275 hartree

Structure (XYZ):
```
100
Properties=species:S:1:pos:R:3:forces:R:3
C 7.375 0.599 2.130 -0.0296 0.0768 0.0415
C 6.551 -0.484 1.419 -0.1318 -0.0873 0.0307
C 5.903 -0.022 0.113 -0.0069 0.2602 -0.2037
C 4.599 0.805 0.310 -0.0887 -0.1326 0.1329
C 4.878 2.247 -0.138 0.0527 0.1995 -0.0188
C 3.244 0.359 -0.336 0.0192 0.0814 0.1078
C 3.011 -1.062 -0.999 -0.0727 -0.0291 -0.1636
I 3.772 -2.595 0.330 0.1445 0.1038 0.0629
C 3.807 -0.886 -2.329 -0.1720 0.0150 0.0161
C 4.049 -1.927 -3.441 0.1065 -0.0711 0.0496
C 4.813 -3.197 -3.039 -0.1363 0.0486 0.0659
C 2.812 -2.208 -4.319 -0.0058 0.0534 0.0729
N 1.577 -1.259 -1.267 0.0786 0.0604 0.3400
C 0.642 -2.375 -1.056 0.3159 0.0822 -0.0923
Br 1.300 -4.148 -1.480 0.0011 -0.0725 -0.3155
C -0.175 -2.389 0.257 -0.1033 0.2231 0.0398
C 0.335 -3.137 1.481 0.1057 -0.0335 -0.0938
Br -1.968 -3.024 -0.224 -0.0072 -0.0720 -0.0136
C 0.882 -0.021 -1.521 -0.2078 -0.0576 -0.1145
C 0.849 0.991 -0.356 -0.0102 -0.0480 0.1715
C 0.836 2.447 -0.863 -0.0086 -0.1671 -0.0548
C -0.360 3.270 -0.376 0.0216 -0.0041 0.1043
C -1.699 2.562 -0.595 -0.1058 -0.0473 -0.0449
C -2.915 3.510 -0.574 0.0981 0.1083 0.0662
C -3.899 3.209 0.553 -0.0411 -0.0608 0.0627
C -4.521 1.801 0.449 -0.0210 0.0410 -0.0142
C -6.047 1.801 0.360 -0.0789 0.0114 0.0475
C -6.601 0.514 -0.236 0.1133 -0.0470 -0.0272
C -8.116 0.401 -0.153 -0.1075 0.0589 0.0905
C -8.684 -0.726 -1.022 -0.0070 -0.0867 -0.0366
C -9.830 -1.467 -0.357 -0.1025 0.0979 0.0798
O -9.398 -2.044 0.867 0.0722 -0.0608 0.0337
C -9.538 -3.446 0.927 -0.0820 0.0515 -0.1040
N 2.029 0.708 0.565 0.0819 -0.2201 -0.2473
F 1.700 -0.441 1.269 -0.0163 -0.2345 -0.2554
C 2.158 1.783 1.674 0.1016 0.3151 -0.1531
S 1.934 1.252 3.344 -0.0586 0.0660 0.2346
C 3.496 0.430 3.751 0.0711 0.0693 0.0468
C 3.449 0.051 5.229 -0.0180 -0.0603 0.0060
H 6.857 1.006 3.002 -0.0053 0.0338 -0.0475
H 8.326 0.205 2.486 -0.0275 -0.0040 0.0350
H 7.604 1.436 1.466 0.0339 -0.0530 0.0111
H 5.765 -0.844 2.088 0.0773 -0.1107 -0.0100
H 7.169 -1.356 1.199 0.0690 0.0827 0.0049
H 6.607 0.643 -0.396 0.0562 -0.1418 -0.0566
H 5.767 -0.865 -0.554 -0.0297 -0.0880 0.1058
H 4.445 0.796 1.389 -0.1156 -0.0370 -0.0199
H 5.358 2.246 -1.118 -0.0459 -0.0217 -0.0140
H 3.992 2.882 -0.235 -0.0257 -0.0562 0.1019
H 5.559 2.740 0.558 0.0364 -0.0389 -0.0452
H 3.076 1.056 -1.160 -0.0389 0.0101 0.0515
H 3.249 -0.081 -2.828 0.0973 0.0107 -0.0296
H 4.771 -0.442 -2.075 -0.0174 -0.0658 -0.0148
H 4.740 -1.375 -4.084 0.0279 0.0601 0.0452
H 5.476 -3.030 -2.191 0.0632 0.0468 -0.0328
H 4.135 -4.009 -2.775 -0.0041 0.0196 0.0830
H 5.431 -3.533 -3.872 -0.0851 -0.0597 -0.0353
H 2.965 -1.820 -5.326 -0.0567 -0.0252 0.0072
H 1.907 -1.744 -3.922 -0.0028 0.0180 0.0324
H 2.607 -3.270 -4.406 -0.0028 -0.1395 0.0265
H -0.078 -2.233 -1.852 -0.1023 -0.0099 -0.0350
H -0.358 -1.345 0.504 -0.0554 -0.0618 0.0418
H 0.894 -2.469 2.137 0.0696 -0.0285 -0.0394
H -0.497 -3.543 2.051 -0.0100 0.0470 0.0212
H 0.981 -3.961 1.185 -0.0618 -0.0157 0.0757
H -0.160 -0.262 -1.736 -0.0056 0.1428 -0.1299
H 1.269 0.483 -2.415 0.0796 -0.0620 0.0765
H -0.016 0.822 0.285 0.0911 -0.0603 0.0775
H 0.794 2.397 -1.955 -0.0131 0.0445 0.0528
H 1.777 2.949 -0.632 0.0180 0.0508 -0.0020
H -0.250 3.535 0.682 -0.0376 0.0145 -0.0383
H -0.354 4.216 -0.921 0.0188 -0.0125 -0.0245
H -1.655 2.016 -1.544 -0.0283 0.0566 -0.0051
H -1.856 1.803 0.180 0.0753 -0.0278 -0.0402
H -2.561 4.541 -0.478 -0.0482 -0.0253 -0.0376
H -3.444 3.454 -1.528 0.0178 0.0001 -0.0028
H -3.397 3.335 1.518 0.0291 -0.0003 -0.0269
H -4.691 3.961 0.531 0.0116 -0.0267 0.0196
H -4.126 1.287 -0.436 -0.0185 0.0623 -0.0097
H -4.222 1.189 1.304 0.0160 -0.0400 -0.0406
H -6.476 1.944 1.359 0.0357 0.0733 -0.0307
H -6.383 2.653 -0.241 0.0135 -0.0475 -0.0170
H -6.285 0.442 -1.284 0.0231 0.0104 0.0321
H -6.150 -0.341 0.283 -0.0341 -0.0333 -0.0722
H -8.565 1.356 -0.443 -0.0171 -0.0330 0.0095
H -8.400 0.224 0.888 0.0390 0.0331 -0.0250
H -7.894 -1.448 -1.258 -0.0489 0.0025 0.0377
H -9.047 -0.328 -1.975 0.0865 -0.0235 -0.0238
H -10.647 -0.771 -0.128 0.0250 -0.0309 -0.0421
H -10.231 -2.237 -1.023 0.0266 0.0022 -0.0015
H -8.980 -3.940 0.122 -0.0051 0.0003 0.0470
H -9.144 -3.774 1.887 0.0021 0.0054 -0.0151
H -10.591 -3.745 0.854 0.0535 -0.0090 0.0196
H 1.337 2.465 1.486 0.0087 0.1279 0.0024
H 3.099 2.288 1.510 -0.0034 0.0704 0.0336
H 3.615 -0.450 3.118 -0.0450 -0.0200 0.0188
H 4.318 1.125 3.564 0.0086 -0.0619 -0.0311
H 2.458 -0.305 5.517 0.0421 -0.0527 -0.0199
H 3.701 0.897 5.866 -0.0430 0.0175 -0.0245
H 4.158 -0.752 5.426 0.0176 0.0493 0.0195
```
Positions in Å, forces in eV/Å.



No. 3
Computed, not measured: 2 unconnected molecules or ions with the total composition CH7N2PS at a distorted geometry, with ωB97M-V with the def2-TZVPD basis set.

Properties
charge = 0
energy = -24251.273 eV
gap between HOMO and LUMO (alpha / beta) = 0.29233 / 0.28517 hartree

Structure (XYZ):
```
12
Properties=species:S:1:pos:R:3:forces:R:3
C -1.595 0.309 -1.635 1.8314 -3.7731 1.8327
N 0.274 0.189 0.000 0.4121 -0.4748 -1.7834
N -1.011 0.143 -0.263 1.2241 0.7920 -0.0389
P -2.005 0.138 1.075 -0.4331 -0.7622 0.6443
S 3.210 -1.030 1.827 -0.3083 -2.8908 -0.2977
H -1.890 -0.684 -2.010 0.5160 0.3956 -0.1140
H -2.433 0.811 -1.470 -3.7814 2.3327 0.4224
H -0.959 0.854 -2.229 1.5978 0.9689 -1.4704
H 0.809 0.080 -0.884 -0.4819 0.0912 0.3674
H 4.163 -0.279 2.225 1.1631 1.4625 0.5216
H -0.883 -0.387 1.819 -0.8181 0.4206 0.1675
H 2.320 -0.146 1.547 -0.9218 1.4373 -0.2514
```
Positions in Å, forces in eV/Å.



No. 4
Computed, not measured: 2 unconnected molecules or ions with the total composition CH4N2O3 at a distorted geometry, with ωB97M-V with the def2-TZVPD basis set.

Properties
charge = 0
energy = -10221.402 eV
gap between HOMO and LUMO = 0.39279 hartree
SMILES string = NC=O.O=NO

Structure (XYZ):
```
10
Properties=species:S:1:pos:R:3:forces:R:3
N -0.754 0.444 -0.222 0.8069 0.3867 2.0953
C 0.496 0.891 -0.502 0.2425 0.3417 -2.1823
O 1.251 1.194 0.375 0.2262 0.9606 0.8433
H -0.963 0.601 0.819 -0.1597 -0.3764 -2.4493
H -1.422 0.475 -0.948 -0.9804 -0.1051 -0.2913
H 0.874 0.953 -1.625 -1.2232 -0.2986 1.8077
O 4.198 -0.210 -0.359 -1.2294 1.0445 1.6659
N 3.308 -0.011 0.430 2.7754 -1.3466 -2.0767
O 2.411 -1.032 0.270 -0.5121 -0.5612 0.3558
H 1.652 -0.749 0.799 0.0539 -0.0456 0.2315
```
Positions in Å, forces in eV/Å.



No. 5
Computed, not measured: 3 unconnected molecules or ions with the total composition C2H11N2O2 at a distorted geometry, with ωB97M-V with the def2-TZVPD basis set.

Properties
charge = +2
expectation value of S² = 0.7738
energy = -9305.911 eV
gap between HOMO and LUMO (alpha / beta) = 0.27990 / 0.14789 hartree
multiplicity = 2

Structure (XYZ):
```
17
Properties=species:S:1:pos:R:3:forces:R:3
C -0.023 0.757 -1.438 0.8273 -0.9428 0.9249
C -1.008 -0.210 -1.311 -0.2243 1.2589 0.1295
N -1.538 -0.509 0.013 1.0749 -1.1195 0.0339
N 0.877 0.976 -0.409 -1.0288 0.5761 -1.8348
H 0.205 1.335 -2.342 -0.9081 0.1665 -0.0950
H -1.581 -0.636 -2.113 -0.1344 -0.0335 -0.4785
H -1.008 -0.076 0.789 -0.0700 -0.1302 -0.2107
H -1.453 -1.552 0.113 -0.5282 -0.0637 0.7768
H -2.532 -0.271 0.152 -0.1139 -0.0434 -0.3141
H 1.670 0.320 -0.463 0.0256 -0.1398 1.2661
H 1.112 1.969 -0.385 0.6897 -0.1576 0.0489
H -2.732 -3.131 2.260 0.1023 -0.1765 -0.0861
H -1.491 -3.961 1.868 -0.2154 0.1627 -0.0813
O -2.045 -3.217 1.584 0.2448 0.4414 -0.1535
H 2.823 2.466 0.038 0.3593 0.4308 -0.3062
H 3.199 2.676 1.476 0.4254 0.1449 0.1573
O 3.592 2.516 0.607 -0.5260 -0.3743 0.2227
```
Positions in Å, forces in eV/Å.



No. 6
Computed, not measured: a molecular structure, C4H6LiO2 at a distorted geometry, with ωB97M-V with the def2-TZVPD basis set.

Properties
charge = 0
expectation value of S² = 0.7597
energy = -8539.188 eV
gap between HOMO and LUMO (alpha / beta) = 0.13227 / 0.24735 hartree
multiplicity = 2

Structure (XYZ):
```
13
Properties=species:S:1:pos:R:3:forces:R:3
O -0.317 1.296 0.438 -0.3266 -0.1913 -0.5059
C 0.993 1.504 0.653 -0.0052 0.5859 -0.2390
Li 2.961 1.836 0.335 -0.7726 -0.1601 0.2342
O 1.705 0.366 0.710 0.6491 -1.4890 0.1166
C -0.860 0.008 0.381 1.3178 -0.5324 1.1323
H -1.257 -0.335 1.341 0.1237 0.1674 -0.3375
C -1.677 -0.214 -0.846 -0.0895 -0.1804 -0.0057
H -2.525 0.490 -0.904 0.2718 -0.1111 -0.0065
H -1.066 -0.089 -1.752 -0.1290 -0.0290 0.1679
H -2.091 -1.231 -0.835 0.1236 0.2317 -0.0344
C 1.167 -0.954 0.367 -0.8638 2.0699 -0.8286
H 1.079 -1.041 -0.728 0.4100 -0.2295 0.4087
H 1.890 -1.635 0.839 -0.7093 -0.1321 -0.1019
```
Positions in Å, forces in eV/Å.



Q: What is the charge in the second record?
A: +1



Q: Which of these has the highest energy?
A: C4H6LiO2



Q: The highest energy belongs to which entry?
A: C4H6LiO2